The following is a quantum chemistry calculation of 2 unconnected molecules or ions with the total composition C15H25N2O3P, from the OMol25 dataset.

Element x y z (Å)
C  -1.7628  -1.3890  -2.1707
C  -1.9784  -0.2946  -1.1173
P  -0.4362  0.3109  -0.2965
C  0.8858  0.1793  -1.5429
C  -0.1049  -1.1192  0.9131
C  1.3307  -1.2976  1.0008
N  2.4722  -1.4044  1.1082
C  -0.7597  -0.7688  2.2828
C  -2.0253  -1.5045  2.3706
N  -2.9894  -2.1273  2.4441
C  0.0699  -1.0923  3.5363
C  -0.5195  -0.3875  4.7750
C  -0.1158  -1.0383  6.1037
O  0.8314  -0.3081  6.8492
C  0.3543  0.9275  7.3478
H  -1.3377  -0.9506  -3.0718
H  -1.0645  -2.1383  -1.7979
H  -2.6983  -1.8754  -2.4374
H  -2.4457  0.5848  -1.5516
H  -2.5881  -0.6838  -0.3019
H  0.8435  1.0928  -2.1285
H  1.8563  0.1488  -1.0536
H  0.8019  -0.6615  -2.2319
H  -0.5275  -2.0354  0.4989
H  -0.9932  0.2977  2.2869
H  0.0560  -2.1667  3.7136
H  1.0932  -0.7552  3.4040
H  -1.6072  -0.3390  4.6992
H  -0.1765  0.6482  4.7526
H  0.3469  -2.0045  5.9032
H  -1.0069  -1.2393  6.7086
H  0.7607  1.7583  6.7670
H  0.6670  1.0385  8.3839
H  -0.7353  0.9889  7.3043
O  -0.3046  2.2964  -4.0263
C  0.2698  1.9417  -5.0135
C  1.7579  2.0080  -5.3018
C  1.8191  1.7988  -6.8144
C  0.5749  0.9524  -7.0595
O  -0.3708  1.3723  -6.0595
H  2.2456  1.2003  -4.7528
H  2.1639  2.9603  -4.9740
H  2.7321  1.3229  -7.1651
H  1.7198  2.7579  -7.3237
H  0.7656  -0.1140  -6.9225
H  0.1300  1.1082  -8.0387

## Properties
HOMO level, Ha: -0.323
Charge: 0
HOMO-LUMO gap, eV: 9.37
Lowest unoccupied orbital energy, eV: 0.58
Strongest force on any atom, eV/A: 0.9



The following is a quantum chemistry calculation of a molecular structure, C6H12O in a non-equilibrium geometry, from the OMol25 dataset.

Element x y z (Å)
C  -0.6674  -2.6260  -0.1793
C  -0.1194  -1.5109  0.7027
C  0.1441  -0.2945  -0.1634
C  0.1531  1.0718  0.4206
C  -0.3627  1.8748  -0.7367
O  0.3512  3.0853  -0.2570
C  1.2225  2.1759  0.4656
H  -1.5861  -2.2914  -0.6776
H  0.0555  -2.8833  -0.9641
H  -0.8855  -3.5259  0.4003
H  0.7699  -1.8737  1.2436
H  -0.8566  -1.2305  1.4670
H  -0.9765  -0.0848  -0.8625
H  1.0098  -0.4282  -0.8409
H  -0.5099  1.1515  1.2959
H  -1.4634  1.2827  -0.9678
H  0.1057  1.6374  -1.7001
H  2.1306  1.9109  -0.1020
H  1.4849  2.5589  1.4558

## Properties
HOMO level, Ha: -0.357
Charge: 0
HOMO-LUMO gap, eV: 10.73
Lowest unoccupied orbital energy, eV: 1.00
Strongest force on any atom, eV/A: 3.8



The following is a quantum chemistry calculation of 2 unconnected molecules or ions with the total composition C2H4Br2O in a non-equilibrium geometry, from the OMol25 dataset.

Element x y z (Å)
C  0.9858  -0.1015  1.0165
C  -1.0475  -0.4000  -0.7567
O  -0.4099  0.3586  -1.5735
Br  2.0029  1.1576  0.0759
Br  -2.4080  0.2859  0.3900
H  0.3938  0.3229  1.7720
H  1.3115  -1.1551  0.8504
H  -0.8873  -1.5309  -0.7622
H  0.0587  1.0624  -1.0125

## Properties
HOMO level (alpha / beta), Ha: -0.313 / -0.280
Charge: 0
HOMO-LUMO gap (alpha / beta), eV: 9.07 / 7.38
Lowest unoccupied orbital energy (alpha / beta), eV: 0.56 / -0.24
Strongest force on any atom, eV/A: 3.8



The following is a quantum chemistry calculation of a gas-phase ion, C5H7N2 (charge +1) in a non-equilibrium geometry, from the OMol25 dataset.

Element x y z (Å)
C  -1.4492  -1.3636  1.3404
C  -0.2546  -1.3155  0.5853
C  0.8854  -1.8371  0.1980
C  0.3498  -0.6479  -0.6232
N  0.7133  0.7780  -0.5210
C  0.7782  1.9228  -0.8907
N  0.8194  3.1807  -1.0327
H  -2.0450  -0.4986  1.2696
H  -1.2789  -1.7091  2.3482
H  -1.9715  -2.1622  0.9804
H  1.6325  -2.5765  0.2123
H  0.1857  -1.1654  -1.5763
H  1.5397  3.5551  -1.5823
H  0.0953  3.8392  -0.7081

## Properties
HOMO level, Ha: -0.498
Charge: +1
HOMO-LUMO gap, eV: 9.56
Lowest unoccupied orbital energy, eV: -3.99
Strongest force on any atom, eV/A: 6.5



The following is a quantum chemistry calculation of C5H14N4 in the gas phase in a non-equilibrium geometry, from the OMol25 dataset.

Element x y z (Å)
C  -0.7031  1.5441  -1.6363
C  -0.6285  0.1075  -2.0556
N  0.5899  -0.6147  -1.4031
C  0.2293  -1.5119  -0.2894
C  -0.0284  -0.7908  1.0143
N  -0.8886  -1.4149  1.9816
C  0.5707  0.3736  1.3563
N  1.2666  1.1322  0.4151
N  0.3154  0.9714  2.5932
H  -1.7091  1.9433  -1.7307
H  0.0112  2.1485  -2.1900
H  -0.2227  1.6434  -0.5403
H  -0.4772  0.0164  -3.1356
H  -1.5303  -0.4476  -1.7742
H  1.0708  -1.1562  -2.1147
H  1.0814  -2.1987  -0.1701
H  -0.6547  -2.1237  -0.5321
H  -0.8545  -2.4251  1.9037
H  -1.8562  -1.1213  1.8805
H  2.0384  1.6512  0.8129
H  1.3410  0.4463  -0.5824
H  1.0833  1.5286  2.9397
H  -0.0447  0.2985  3.2569

## Properties
HOMO level, Ha: -0.248
Charge: 0
HOMO-LUMO gap, eV: 7.74
Lowest unoccupied orbital energy, eV: 0.98
Strongest force on any atom, eV/A: 3.0



The following is a quantum chemistry calculation of C17H36ClF4IN5O3PS in the gas phase in a non-equilibrium geometry, from the OMol25 dataset.

Element x y z (Å)
C  2.6901  3.3940  1.2899
C  2.5652  2.1690  0.3670
C  2.3818  0.8340  1.0936
I  0.7210  1.0372  2.4302
C  2.2101  -0.3602  0.1058
C  3.5598  -0.4618  -0.7344
C  3.5071  -0.2660  -2.2521
C  3.2149  1.1325  -2.7763
Cl  4.6266  2.2224  -2.5688
O  1.0889  -0.0294  -0.7194
C  -0.0115  -0.8770  -1.0919
C  0.3679  -1.7138  -2.3228
C  -0.4573  -2.9724  -2.5856
F  0.4192  -0.9097  -3.4762
C  -1.2451  0.0846  -1.2743
C  -0.7339  1.4493  -1.7734
S  -2.4006  -0.3814  -2.6625
N  -1.9710  0.1946  0.0096
C  -2.8701  1.3560  0.0817
C  -2.2855  2.6519  0.6891
C  -2.7917  3.0817  2.0492
F  -2.6837  4.3894  2.1885
F  -2.1459  2.5705  3.0678
F  -4.0758  2.7913  2.2473
C  -2.7223  -1.0329  0.2708
C  -3.1477  -1.3737  1.7400
N  -4.6104  -1.3526  1.7810
N  -2.6660  -0.4012  2.7143
N  -2.6389  -2.7246  1.9937
P  2.2290  -1.9478  1.1075
N  3.4238  -2.0993  2.0805
O  2.1553  -3.1901  0.0730
O  0.8020  -2.1547  1.8106
H  1.7228  3.8720  1.4554
H  3.3362  4.1353  0.8089
H  3.1356  3.1363  2.2546
H  3.4908  2.1143  -0.2087
H  1.7201  2.3098  -0.3106
H  3.2620  0.6508  1.7147
H  4.0096  -1.4476  -0.5705
H  4.2905  0.2394  -0.3182
H  2.8045  -0.9419  -2.7326
H  4.4987  -0.5419  -2.6332
H  2.3616  1.5973  -2.2895
H  3.0173  1.0932  -3.8486
H  -0.2721  -1.5772  -0.2954
H  1.3887  -2.0301  -2.1441
H  -1.0679  -3.2348  -1.7153
H  -1.1295  -2.7998  -3.4276
H  0.1996  -3.8142  -2.8103
H  -0.2789  2.0091  -0.9602
H  -1.5556  2.0471  -2.1818
H  -0.0181  1.2962  -2.5804
H  -2.6983  -1.6383  -2.3133
H  -3.2502  1.5932  -0.9205
H  -3.7537  1.0674  0.6558
H  -2.5393  3.4927  0.0342
H  -1.1970  2.6216  0.7570
H  -2.1514  -1.8884  -0.0972
H  -3.6570  -1.0244  -0.3139
H  -4.9730  -1.9453  1.0370
H  -4.9335  -1.7714  2.6520
H  -3.4463  0.1421  3.0694
H  -2.2648  -0.8897  3.5085
H  -1.6271  -2.7143  2.0778
H  -3.0432  -3.0957  2.8486
H  4.0630  -1.3190  2.1462
H  3.0693  -3.5022  -0.0493
H  0.9815  -2.3516  2.7474

## Properties
HOMO level, Ha: -0.315
Charge: 0
HOMO-LUMO gap, eV: 8.88
Lowest unoccupied orbital energy, eV: 0.30
Strongest force on any atom, eV/A: 1.9



Look up the strongest force on any atom of the fifth one. 3.0 eV/A



Please write out number 5 again, unchanged.
The following is a quantum chemistry calculation of C5H14N4 in the gas phase in a non-equilibrium geometry, from the OMol25 dataset.

Element x y z (Å)
C  -0.7031  1.5441  -1.6363
C  -0.6285  0.1075  -2.0556
N  0.5899  -0.6147  -1.4031
C  0.2293  -1.5119  -0.2894
C  -0.0284  -0.7908  1.0143
N  -0.8886  -1.4149  1.9816
C  0.5707  0.3736  1.3563
N  1.2666  1.1322  0.4151
N  0.3154  0.9714  2.5932
H  -1.7091  1.9433  -1.7307
H  0.0112  2.1485  -2.1900
H  -0.2227  1.6434  -0.5403
H  -0.4772  0.0164  -3.1356
H  -1.5303  -0.4476  -1.7742
H  1.0708  -1.1562  -2.1147
H  1.0814  -2.1987  -0.1701
H  -0.6547  -2.1237  -0.5321
H  -0.8545  -2.4251  1.9037
H  -1.8562  -1.1213  1.8805
H  2.0384  1.6512  0.8129
H  1.3410  0.4463  -0.5824
H  1.0833  1.5286  2.9397
H  -0.0447  0.2985  3.2569

## Properties
HOMO level, Ha: -0.248
Charge: 0
HOMO-LUMO gap, eV: 7.74
Lowest unoccupied orbital energy, eV: 0.98
Strongest force on any atom, eV/A: 3.0